Density functional theory data (wB97M-V/def2-TZVPD) for a gas-phase ion, C5H10N3 (charge +1).

Each line ends with the Mulliken charge.
Geometry (Å):
1 C 2.831 -1.094 0.066  -1.02
2 C 1.618 -0.273 0.061  0.73
3 C 1.506 1.118 -0.513  -0.77
4 C 0.215 1.407 -0.393  -0.31
5 N -0.504 0.302 0.210  0.63
6 C -1.790 0.279 0.758  -0.57
7 N -2.743 -0.426 -0.345  -0.45
8 N 0.467 -0.697 0.488  -0.79
9 H 2.786 -2.135 0.537  0.31
10 H 3.182 -0.920 -0.925  0.27
11 H 3.619 -0.766 0.760  0.31
12 H 2.223 1.860 -0.735  0.40
13 H -0.392 2.198 -0.820  0.38
14 H -2.309 1.253 0.935  0.37
15 H -1.806 -0.505 1.552  0.39
16 H -2.628 -1.473 -0.269  0.38
17 H -2.575 -0.019 -1.338  0.37
18 H -3.700 -0.109 -0.028  0.38

Values from the calculation:
SMILES string = Cc1ccn(C[NH3+])n1
largest force on an atom = 3.6 eV Å⁻¹
orbital gap = 9.443 eV
electronic energy = -360.476395 a.u.
molecular weight = 112.16 g mol⁻¹
net charge = +1
relative energy (zero: lowest compared OMol25 entry of this formula, charge and spin) = 2.686 eV

=====

Density functional theory data (wB97M-V/def2-TZVPD) for a molecular structure, C33H47Cl2CoGe2N4O3S2.

Each line ends with the Mulliken charge.
Geometry (Å):
1 Co 0.586 0.604 0.215  -0.64
2 C -1.925 -1.368 3.836  -1.27
3 C -1.019 -1.443 2.616  -0.40
4 Ge 0.271 0.125 2.454  0.93
5 C 1.878 -0.325 3.607  -0.25
6 C 1.559 -0.791 5.017  -1.37
7 C -0.689 1.617 3.297  -1.10
8 C -1.493 2.411 2.583  0.09
9 Ge -1.331 2.084 0.565  0.96
10 C -0.245 3.604 -0.329  -0.73
11 C -0.155 4.964 0.339  -1.44
12 C -3.161 2.153 -0.381  -0.55
13 C -3.817 3.515 -0.485  -1.20
14 C -2.354 3.394 3.239  0.37
15 C -2.828 3.190 4.541  -0.50
16 C -3.615 4.139 5.165  -0.82
17 C -3.962 5.308 4.509  -0.37
18 C -3.515 5.512 3.214  -1.11
19 C -2.725 4.567 2.591  0.35
20 H -2.589 -2.235 3.870  0.40
21 H -2.541 -0.470 3.807  0.24
22 H -1.346 -1.345 4.758  0.25
23 H -1.627 -1.479 1.712  0.18
24 H -0.431 -2.360 2.632  0.45
25 H 2.510 0.562 3.657  0.38
26 H 2.454 -1.094 3.092  0.24
27 H 0.966 -0.047 5.543  0.28
28 H 2.480 -0.950 5.583  0.43
29 H 1.006 -1.728 5.004  0.28
30 H -0.593 1.753 4.368  0.43
31 H -0.608 3.711 -1.356  0.46
32 H 0.768 3.199 -0.385  0.50
33 H -1.073 5.538 0.224  0.32
34 H 0.653 5.549 -0.101  0.44
35 H 0.053 4.848 1.401  0.31
36 H -3.836 1.457 0.116  0.51
37 H -2.992 1.767 -1.388  0.23
38 H -4.188 3.839 0.482  0.33
39 H -4.656 3.473 -1.179  0.44
40 H -3.111 4.254 -0.857  0.23
41 H -2.585 2.273 5.061  0.36
42 H -3.965 3.968 6.174  0.39
43 H -4.583 6.047 4.999  0.38
44 H -3.791 6.414 2.686  0.39
45 H -2.374 4.726 1.585  0.35
46 N 0.569 0.623 -1.979  -0.25
47 C -0.398 -0.068 -2.801  -0.21
48 C -0.171 -0.234 -4.164  -0.42
49 C -1.132 -0.852 -4.950  -0.83
50 C -2.307 -1.288 -4.377  -0.37
51 C -2.532 -1.136 -3.027  -0.80
52 C -1.574 -0.534 -2.230  -0.12
53 S -3.561 -2.110 -5.382  1.28
54 O -3.330 -1.660 -6.744  -0.76
55 O -4.830 -1.717 -4.792  -0.71
56 O -3.255 -3.536 -5.178  -0.74
57 H 1.509 0.396 -2.309  0.43
58 H 0.456 1.628 -2.124  0.32
59 H 0.751 0.122 -4.608  0.45
60 H -1.002 -0.984 -6.014  0.49
61 H -3.474 -1.476 -2.625  0.63
62 H -1.718 -0.425 -1.162  0.58
63 Cl 4.366 3.033 1.401  -0.21
64 C 4.502 1.337 1.103  0.32
65 C 5.718 0.711 1.238  -0.56
66 C 5.829 -0.659 1.035  -0.46
67 C 4.703 -1.398 0.687  -0.70
68 C 3.492 -0.770 0.538  0.44
69 Cl 2.055 -1.632 0.100  0.16
70 C 3.316 0.635 0.740  -0.28
71 N 2.155 1.207 0.591  -0.31
72 H 6.587 1.290 1.510  0.42
73 H 6.784 -1.145 1.152  0.38
74 H 4.771 -2.464 0.532  0.43
75 C -0.063 -4.004 -3.672  -0.92
76 N -1.210 -4.552 -2.999  0.32
77 C -1.862 -5.629 -3.707  -1.07
78 C -1.606 -4.086 -1.807  0.14
79 S -0.508 -3.313 -0.802  -0.10
80 N -2.871 -4.325 -1.383  0.19
81 C -3.183 -4.210 0.021  -1.18
82 C -4.017 -4.167 -2.258  -1.04
83 H -0.352 -3.702 -4.681  0.37
84 H 0.744 -4.744 -3.726  0.33
85 H 0.291 -3.134 -3.122  0.11
86 H -1.084 -6.302 -4.077  0.42
87 H -2.436 -5.240 -4.553  0.29
88 H -2.514 -6.178 -3.033  0.34
89 H -2.301 -4.459 0.608  0.41
90 H -3.987 -4.908 0.259  0.35
91 H -3.503 -3.199 0.294  0.34
92 H -3.718 -3.931 -3.281  0.23
93 H -4.635 -3.342 -1.894  0.45
94 H -4.632 -5.071 -2.257  0.29

Values from the calculation:
largest force on an atom = 2.3 eV Å⁻¹
orbital gap (spin up / spin down) = 7.410 / 6.526 eV
electronic energy = -8983.772750 a.u.
spin multiplicity = 4
molecular weight = 886.96 g mol⁻¹
net charge = -1
relative energy (zero: lowest compared OMol25 entry of this formula, charge and spin) = 0.736 eV

=====

Density functional theory data (wB97M-V/def2-TZVPD) for a gas-phase ion, C5H6BrO2S2 (charge -1).

Each line ends with the Mulliken charge.
Geometry (Å):
1 C 0.565 -0.567 0.108  -0.93
2 C 0.798 0.135 1.195  0.35
3 C -0.261 -0.018 -1.002  0.30
4 C -0.186 1.542 -0.759  -0.35
5 C -1.682 -0.505 -0.956  -1.39
6 O 2.433 -1.719 1.679  -0.61
7 O 1.328 -1.013 3.718  -0.60
8 S 0.144 1.806 1.016  -0.18
9 S 2.076 -0.595 2.540  0.49
10 Br 1.210 2.459 -1.838  -0.21
11 H 0.862 -1.619 0.050  0.35
12 H 0.079 -0.227 -1.949  0.44
13 H -1.119 2.261 -1.033  0.30
14 H -1.900 -0.602 0.094  0.34
15 H -1.953 -1.515 -1.398  0.32
16 H -2.393 0.178 -1.467  0.36

Values from the calculation:
largest force on an atom = 3.0 eV Å⁻¹
orbital gap = 6.817 eV
electronic energy = -3714.997492 a.u.
molecular weight = 242.14 g mol⁻¹
net charge = -1
relative energy (zero: lowest compared OMol25 entry of this formula, charge and spin) = 0.000 eV

=====

Density functional theory data (wB97M-V/def2-TZVPD) for 4 unconnected molecules or ions with the total composition C6H18FO3.

Each line ends with the Mulliken charge.
Geometry (Å):
1 F 0.327 -0.273 -2.207  -0.91
2 C -2.086 -0.978 1.227  -0.54
3 C -2.379 -1.655 -0.104  -0.34
4 O -1.191 -2.192 -0.671  -0.53
5 H -1.549 -0.036 1.107  -0.13
6 H -1.506 -1.682 1.824  0.22
7 H -3.006 -0.705 1.757  0.38
8 H -2.812 -0.934 -0.806  0.30
9 H -3.082 -2.481 0.034  0.29
10 H -0.851 -1.518 -1.288  0.33
11 C -0.641 3.987 -0.513  -1.26
12 C -0.360 2.504 -0.546  0.27
13 O -0.965 1.927 -1.667  -0.57
14 H -0.393 4.418 0.458  0.36
15 H -1.707 4.191 -0.679  0.31
16 H -0.124 4.475 -1.338  0.28
17 H -0.610 1.913 0.349  -0.01
18 H 0.741 2.401 -0.576  0.20
19 H -0.622 0.996 -1.713  0.38
20 C 3.276 -2.065 1.124  -1.25
21 C 2.022 -1.447 0.529  0.16
22 O 2.371 -0.547 -0.521  -0.60
23 H 3.650 -2.885 0.511  0.29
24 H 3.063 -2.485 2.113  0.35
25 H 4.019 -1.278 1.263  0.30
26 H 1.479 -0.931 1.335  0.12
27 H 1.378 -2.210 0.084  0.20
28 H 1.559 -0.511 -1.086  0.41

Values from the calculation:
largest force on an atom = 1.1 eV Å⁻¹
orbital gap = 9.415 eV
electronic energy = -565.040168 a.u.
molecular weight = 157.21 g mol⁻¹
net charge = -1
relative energy (zero: lowest compared OMol25 entry of this formula, charge and spin) = 0.000 eV

=====

Density functional theory data (wB97M-V/def2-TZVPD) for 13 unconnected molecules or ions with the total composition C6H37NO13.

Each line ends with the Mulliken charge.
Geometry (Å):
1 C 0.451 2.974 1.858  -1.13
2 C 1.110 3.106 0.554  0.64
3 N 1.987 2.133 -0.062  0.76
4 C 2.972 2.621 -1.009  -1.46
5 C 3.187 0.064 0.017  -1.20
6 C 2.475 1.143 0.905  0.70
7 C 3.529 1.582 1.955  -1.97
8 O 0.922 4.107 -0.206  -0.77
9 H 0.744 2.169 2.530  0.34
10 H -0.576 2.824 1.625  0.25
11 H 0.509 3.978 2.345  0.33
12 H 3.364 3.586 -0.726  0.36
13 H 2.310 2.887 -1.920  0.22
14 H 3.818 2.096 -1.322  0.56
15 H 2.984 0.276 -1.007  0.45
16 H 4.307 -0.097 0.301  0.32
17 H 2.696 -0.921 0.247  0.19
18 H 1.518 0.866 1.514  0.20
19 H 3.272 2.325 2.649  0.41
20 H 3.672 0.684 2.582  0.44
21 H 4.253 2.130 1.411  0.47
22 H -4.101 -2.726 -1.301  0.33
23 H -3.336 -1.924 -0.362  0.32
24 O -3.710 -2.766 -0.507  -0.69
25 H -1.649 -0.107 2.009  0.26
26 H -1.869 0.194 0.589  0.18
27 O -1.355 0.263 1.176  -0.41
28 H 1.261 1.047 -2.649  0.30
29 H 0.525 0.588 -1.239  0.32
30 O 0.485 0.601 -2.224  -0.66
31 H -0.982 2.040 -3.140  0.43
32 H -1.931 1.293 -4.296  0.30
33 O -1.967 1.568 -3.338  -0.69
34 H 1.176 -2.770 1.546  0.29
35 H 2.157 -2.318 2.496  0.18
36 O 1.839 -2.083 1.729  -0.49
37 H 0.398 4.097 -2.182  0.29
38 H -0.814 3.337 -1.800  0.29
39 O -0.191 3.511 -2.480  -0.66
40 H 0.407 -5.219 1.099  0.26
41 H -0.654 -3.995 0.785  0.37
42 O -0.192 -4.520 1.481  -0.67
43 H -1.978 -3.998 -0.225  0.45
44 H -1.233 -5.358 -0.978  0.36
45 O -1.140 -4.341 -0.771  -0.84
46 H -2.266 -2.461 -3.015  0.30
47 H -2.171 -3.711 -2.267  0.39
48 O -2.837 -3.117 -2.679  -0.65
49 H -2.843 -0.373 -2.442  0.32
50 H -1.516 0.068 -1.995  0.23
51 O -2.188 -0.526 -1.715  -0.50
52 H -4.174 0.391 0.210  0.31
53 H -3.728 -0.183 1.501  0.30
54 O -3.914 0.684 1.065  -0.62
55 H -1.992 -3.188 3.476  0.31
56 H -1.201 -2.266 4.463  0.28
57 O -1.816 -2.266 3.739  -0.58

Values from the calculation:
largest force on an atom = 18.5 eV Å⁻¹
orbital gap = 9.125 eV
electronic energy = -1283.477006 a.u.
molecular weight = 331.36 g mol⁻¹
net charge = 0
relative energy (zero: lowest compared OMol25 entry of this formula, charge and spin) = 7.647 eV